Below is a 2-piece molecular cluster, C3H7NO overall at a distorted geometry, with properties calculated with ωB97M-V/def2-TZVPD.

Last column: Löwdin charge in e.
Element x y z (Å)
O -1.9656 -1.0407 0.8178  -0.392
C -2.0227 -1.7095 -0.3001  -0.410
H -1.0625 -2.1490 -0.6531  -0.024
H -2.8324 -1.4985 -1.0146  -0.036
C 1.6133 0.7742 -0.8229  -0.070
C 1.1599 1.1653 0.3862  -0.334
N -0.0356 0.7885 1.0296  0.039
H 1.3622 -0.1067 -1.4068  0.026
H 2.2099 1.4623 -1.4173  0.012
H 1.8077 1.8351 0.9617  0.079
H -0.4802 0.0270 0.4707  0.038
H 0.2460 0.4520 1.9489  0.072

Forces on atoms 1 to 6 (eV/Å):
O -0.2987 -0.2488 -0.0817
C 0.4806 0.1052 0.5047
H -0.4607 -0.0621 -0.3864
H 0.1663 -0.1518 -0.2038
C 0.0683 0.3915 -0.4851
C -0.1442 -0.1602 -0.1590

Calculated values
HOMO (spin up / spin down), hartree: -0.0041 / -0.1116
2S+1: 2
Total charge: -1
E_tot, hartree: -248.4070
Gap between HOMO and LUMO (spin up / spin down), eV: 4.28 / 7.18



Below is a 2-piece molecular cluster, C3H7NO overall at a distorted geometry, with properties calculated with ωB97M-V/def2-TZVPD.

Last column: Löwdin charge in e.
Element x y z (Å)
C 0.3109 -0.5806 0.3085  -0.450
C 0.5219 -1.8579 -0.3897  -0.007
C -0.9503 1.4497 0.9109  -0.114
N -0.6526 0.0736 1.0134  -0.034
O 0.6911 -0.3599 1.5443  0.061
H 1.2295 1.1746 -0.9233  0.084
H 0.4843 -1.7053 -1.5278  0.122
H -0.1780 -2.4961 -0.0605  0.046
H 1.4804 -2.0577 -0.0318  0.071
H -0.1713 1.9778 0.3640  0.015
H -1.8885 1.4599 0.3486  0.094
H -1.2204 1.9784 1.8804  0.111

Forces on atoms 1 to 6 (eV/Å):
C 0.7756 2.2563 -1.8537
C 0.7133 3.6297 -3.2130
C -0.3712 1.6021 0.5473
N -1.6563 -1.6368 0.5738
O 0.8280 0.5305 1.3872
H -0.6170 -1.3306 0.7204

Calculated values
HOMO (spin up / spin down), hartree: -0.2879 / -0.3311
Total charge: 0
E_tot, hartree: -248.2348
Gap between HOMO and LUMO (spin up / spin down), eV: 7.79 / 9.56



Below is one molecule with the formula C3H7NO at a distorted geometry, with properties calculated with ωB97M-V/def2-TZVPD.

Last column: Löwdin charge in e.
Element x y z (Å)
C -0.9968 0.4458 -0.5004  -0.008
C 0.0402 -0.7632 1.0890  0.171
C 0.5335 0.2795 0.1600  -0.832
O 0.7191 1.3167 0.8941  0.013
N 1.5094 -0.0618 -0.8354  0.102
H -1.2725 -0.4350 -1.0875  0.078
H -1.7692 0.6855 0.2317  0.080
H -0.8502 1.3143 -1.1440  0.078
H -0.7926 -1.4245 0.8586  0.070
H 0.2517 -0.5924 2.1411  0.080
H 1.2978 -0.9251 -1.3250  0.083
H 1.5925 0.6954 -1.5064  0.084

Forces on atoms 1 to 6 (eV/Å):
C 0.0167 0.6120 -0.3605
C 0.0517 -0.7323 0.5960
C -1.0091 -0.6638 -0.2634
O 0.3304 0.7673 0.0126
N 0.0460 0.0468 -0.0558
H 0.1908 0.1094 0.1474

Calculated values
HOMO (spin up / spin down), hartree: -0.3310 / -0.3408
Total charge: 0
E_tot, hartree: -248.3462
Gap between HOMO and LUMO (spin up / spin down), eV: 7.72 / 8.77



Below is a 2-piece molecular cluster, C3H7NO overall at a distorted geometry, with properties calculated with ωB97M-V/def2-TZVPD.

Last column: Löwdin charge in e.
Element x y z (Å)
C -2.4145 0.4967 -0.5783  -0.148
N -2.6532 -0.1260 -1.6664  -0.002
H -2.9256 0.1532 0.3038  0.047
H -1.6439 1.2826 -0.4326  0.064
H -2.8492 0.4819 -2.4624  0.044
C 1.4408 -0.6922 1.4973  0.011
C 2.3020 -0.2724 0.5827  -0.286
O 2.0880 -0.3061 -0.7858  -0.038
H 1.7568 -0.7030 2.5386  0.058
H 0.4404 -0.9381 1.1415  0.060
H 3.1393 0.3862 0.8323  0.108
H 1.3192 0.2373 -0.9708  0.082

Forces on atoms 1 to 6 (eV/Å):
C 0.8889 -0.5098 -0.8921
N -2.5957 0.9114 1.0036
H 0.6103 -0.7199 0.8511
H -0.9684 0.5319 -0.3317
H 2.0768 -0.2002 -0.6132
C 0.1760 0.1681 -0.4682

Calculated values
HOMO, hartree: -0.3448
Structure (SMILES): C=CO.C=N
Total charge: 0
E_tot, hartree: -248.3819
Gap between HOMO and LUMO, eV: 9.90